Record 1
Below is a cluster of 2 separate species, C12H15N7O4 in total in a non-equilibrium geometry, with properties calculated with the ωB97M-V functional and the def2-TZVPD basis.

Element x y z (Å)
1 N -4.733 1.570 1.123
2 C -3.933 0.721 1.034
3 C -3.031 -0.385 0.923
4 C -3.043 -1.324 -0.119
5 C -2.117 -2.405 -0.127
6 N -2.026 -3.262 -1.288
7 O -2.750 -3.026 -2.281
8 O -1.208 -4.223 -1.251
9 C -1.117 -2.519 0.860
10 C -1.151 -1.617 1.915
11 N -0.248 -1.411 2.976
12 O 0.740 -2.013 3.368
13 O -0.743 -0.252 3.693
14 N -1.874 0.278 3.046
15 C -2.084 -0.565 1.993
16 H -3.722 -1.202 -0.963
17 H -0.433 -3.361 0.902
18 C 1.983 1.370 -0.534
19 N 1.135 0.257 -0.850
20 C -0.172 0.607 -1.352
21 C 1.435 -1.076 -0.815
22 N 0.400 -1.840 -1.029
23 N 2.704 -1.543 -0.597
24 C 3.843 -0.872 0.002
25 C 3.042 -2.911 -0.956
26 H 2.737 1.560 -1.315
27 H 1.343 2.263 -0.469
28 H 2.457 1.258 0.453
29 H -0.555 -0.247 -1.918
30 H -0.874 0.792 -0.520
31 H -0.102 1.501 -1.980
32 H 0.501 -2.864 -1.016
33 H 3.737 0.208 0.085
34 H 4.041 -1.295 1.000
35 H 4.719 -1.071 -0.632
36 H 2.300 -3.300 -1.659
37 H 4.033 -2.906 -1.428
38 H 3.111 -3.565 -0.069

Highest occupied orbital energy ... -8.53 eV
Energy relative to the best compared isomer or geometry (same formula, charge and spin) ... 30.7 kcal per mole
E_LUMO ... -2.1355 eV
HOMO-LUMO gap ... 6.39 eV
E_tot ... -1150.1953 hartree
Structure (SMILES) ... N#Cc1cc([N+](=O)[O-])cc2c1no[n+]2[O-].CN(C)C(=N)N(C)C
Net charge ... 0

---

Record 2
Below is an isolated molecule of C12H15NO in a non-equilibrium geometry, with properties calculated with the ωB97M-V functional and the def2-TZVPD basis.

Element x y z (Å)
1 C -1.414 0.907 -1.050
2 C 0.416 -0.853 -0.861
3 C -2.845 2.503 0.376
4 C 0.740 -2.132 -0.897
5 C -1.839 2.397 1.518
6 C -1.133 1.017 1.653
7 C 0.329 0.893 1.146
8 C -0.366 0.170 -1.458
9 C 0.698 0.477 -0.291
10 C 1.737 -2.707 0.064
11 C 0.079 -3.098 -1.833
12 C 1.932 1.201 -0.791
13 N -2.233 1.776 -0.737
14 O -3.886 3.063 0.302
15 H -1.090 3.177 1.343
16 H -2.356 2.645 2.448
17 H -1.088 0.805 2.724
18 H -1.750 0.233 1.212
19 H 0.815 1.855 1.330
20 H 0.819 0.164 1.799
21 H 2.327 -3.483 -0.419
22 H 2.405 -1.940 0.446
23 H 1.222 -3.165 0.910
24 H -0.395 -3.901 -1.267
25 H -0.674 -2.600 -2.437
26 H 0.819 -3.550 -2.493
27 H 1.741 2.269 -0.881
28 H 2.233 0.821 -1.763
29 H 2.759 1.057 -0.094

Highest occupied orbital energy ... -7.87 eV
Energy relative to the best compared isomer or geometry (same formula, charge and spin) ... 113.4 kcal per mole
E_LUMO ... 0.5283 eV
HOMO-LUMO gap ... 8.40 eV
E_tot ... -596.1069 hartree
Structure (SMILES) ... CC(C)=C1C2=C=NC(=O)CCC[C@]21C
Net charge ... 0

---

Record 3
Below is an isolated molecule of C12H15NO4S in a non-equilibrium geometry, with properties calculated with the ωB97M-V functional and the def2-TZVPD basis.

Element x y z (Å)
1 O 3.254 1.166 -0.723
2 C 2.768 1.060 0.303
3 O 2.457 1.984 1.056
4 H 2.543 2.933 0.609
5 C 2.747 -0.085 0.932
6 H 3.528 -0.248 1.926
7 C 1.402 -0.293 1.847
8 N 0.359 -0.242 0.504
9 S -0.271 1.280 0.340
10 O 0.299 2.087 -0.594
11 O -0.406 1.668 1.704
12 C -1.841 0.759 -0.278
13 C -2.313 1.268 -1.550
14 C -3.587 0.585 -1.927
15 C -4.417 0.116 -1.178
16 C -4.040 -0.166 0.397
17 C -2.882 0.365 0.795
18 H -2.501 0.098 1.826
19 H -4.877 -0.718 0.827
20 H -5.414 -0.309 -1.308
21 H -3.786 0.883 -3.038
22 H -1.500 1.409 -1.993
23 C 0.635 -1.008 -0.628
24 C 1.672 -2.111 -0.290
25 C 3.015 -1.562 -0.217
26 H 3.459 -2.275 0.510
27 H 3.542 -0.908 -0.740
28 H 1.192 -2.877 0.179
29 H 1.846 -2.528 -1.272
30 H -0.345 -1.240 -1.003
31 H 1.053 -0.232 -1.420
32 H 1.267 -1.264 2.057
33 H 1.142 0.404 2.349

Highest occupied orbital energy ... -8.81 eV
Energy relative to the best compared isomer or geometry (same formula, charge and spin) ... 289.7 kcal per mole
E_LUMO ... 0.1518 eV
HOMO-LUMO gap ... 8.96 eV
E_tot ... -1219.7349 hartree
Structure (SMILES) ... O=C(O)[C@@H]1CCCN(S(=O)(=O)c2ccccc2)C1
Net charge ... 0

---

Record 4
Below is the ion C12H15NP with charge +1 in a non-equilibrium geometry, with properties calculated with the ωB97M-V functional and the def2-TZVPD basis.

Element x y z (Å)
1 C -0.729 3.646 -0.879
2 C -0.869 3.383 0.513
3 C -0.544 2.546 -1.630
4 C -0.856 2.110 1.040
5 C -0.420 1.243 -1.217
6 C -0.661 0.967 0.182
7 C -2.903 -1.085 -0.291
8 C 3.507 -1.392 -0.547
9 C 2.443 -0.891 0.127
10 C -0.858 -2.688 0.403
11 C -0.697 -0.338 0.881
12 C 1.401 -1.758 0.713
13 N -0.010 -1.498 0.231
14 P -2.516 -2.635 -0.515
15 H -0.861 4.587 -1.289
16 H -0.916 4.279 1.163
17 H -0.450 2.590 -2.752
18 H -0.782 1.920 2.144
19 H -0.268 0.443 -1.952
20 H -3.603 -0.281 -0.294
21 H 4.305 -0.816 -1.015
22 H 3.533 -2.395 -0.815
23 H 2.491 0.091 0.720
24 H -0.332 -3.612 0.100
25 H -1.142 -2.526 1.467
26 H -1.169 -0.313 1.879
27 H 1.435 -1.728 1.850
28 H 1.409 -2.755 0.526
29 H 0.061 -1.094 -0.744

Highest occupied orbital energy (spin up / spin down) ... -11.50 / -11.82 eV
Energy relative to the best compared isomer or geometry (same formula, charge and spin) ... 171.1 kcal per mole
E_LUMO (spin up / spin down) ... -4.2540 / -4.5458 eV
HOMO-LUMO gap (spin up / spin down) ... 7.24 / 7.27 eV
E_tot ... -861.8833 hartree
Net charge ... +1

---

Record 5
Below is a cluster of 2 separate species, C12H15PS in total in a non-equilibrium geometry, with properties calculated with the ωB97M-V functional and the def2-TZVPD basis.

Element x y z (Å)
1 C 1.709 -4.588 1.869
2 C 2.447 -4.056 0.839
3 C 0.780 -3.835 2.577
4 C 2.449 -2.686 0.643
5 C 0.674 -2.526 2.328
6 C 1.558 -1.921 1.406
7 C -0.494 2.139 -0.376
8 C -1.265 1.109 -1.038
9 C -0.731 2.656 0.843
10 C -0.903 0.377 -2.066
11 C 0.414 2.842 -1.378
12 C -2.462 0.590 -0.292
13 P 1.609 -0.022 1.490
14 S 3.175 0.674 0.500
15 H 1.584 -5.709 1.961
16 H 3.084 -4.558 0.223
17 H 0.133 -4.372 3.262
18 H 3.138 -2.077 0.167
19 H 0.039 -1.826 2.893
20 H -0.257 3.493 1.244
21 H -1.511 2.220 1.410
22 H -0.200 0.759 -2.771
23 H -1.622 -0.332 -2.520
24 H -0.187 3.507 -1.959
25 H 1.023 2.085 -1.838
26 H 1.126 3.378 -0.780
27 H -2.283 -0.281 0.286
28 H -3.288 0.174 -0.893
29 H -2.858 1.284 0.366

Highest occupied orbital energy ... -8.56 eV
Energy relative to the best compared isomer or geometry (same formula, charge and spin) ... 42.5 kcal per mole
E_LUMO ... -1.3417 eV
HOMO-LUMO gap ... 7.22 eV
E_tot ... -1205.6918 hartree
Structure (SMILES) ... C=C(C)C(=C)C.S=Pc1ccccc1
Net charge ... 0

---

Record 6
Below is an isolated molecule of C12H16BrClN4O, with properties calculated with the ωB97M-V functional and the def2-TZVPD basis.

Element x y z (Å)
1 C 1.852 2.340 -0.753
2 N 2.886 1.680 0.018
3 C 2.454 1.201 1.323
4 C 2.110 -0.302 1.334
5 N 1.591 -0.661 0.019
6 N 0.962 -1.906 -0.003
7 C -0.395 -2.059 0.012
8 O -0.907 -3.155 0.052
9 N -1.053 -0.853 -0.028
10 C -2.410 -0.613 -0.020
11 C -3.362 -1.632 -0.062
12 C -4.712 -1.345 -0.054
13 C -5.131 -0.027 -0.005
14 C -4.215 1.011 0.040
15 C -2.868 0.711 0.035
16 Cl -1.724 2.015 0.103
17 H -4.545 2.038 0.082
18 Br -6.988 0.381 0.003
19 H -5.436 -2.144 -0.087
20 H -3.020 -2.653 -0.097
21 H -0.446 -0.037 -0.040
22 H 1.513 -2.752 0.120
23 C 2.628 -0.577 -1.004
24 C 3.552 0.625 -0.708
25 H 4.401 0.300 -0.101
26 H 3.942 1.027 -1.644
27 H 2.129 -0.462 -1.970
28 H 3.226 -1.502 -1.036
29 H 1.336 -0.507 2.076
30 H 2.997 -0.903 1.590
31 H 3.263 1.382 2.039
32 H 1.588 1.785 1.637
33 H 2.302 2.730 -1.665
34 H 1.467 3.180 -0.177
35 H 1.015 1.686 -1.026

Highest occupied orbital energy ... -8.39 eV
E_LUMO ... 0.6642 eV
HOMO-LUMO gap ... 9.05 eV
E_tot ... -3795.3377 hartree
Structure (SMILES) ... CN1CCN(NC(=O)Nc2ccc(Br)cc2Cl)CC1
Net charge ... 0